No. 1
Here is a molecular structure, C36H40MnOP2 in a non-equilibrium geometry from the OMol25 dataset. Energies are from ωB97M-V/def2-TZVPD.

Results
LUMO energy (alpha / beta): -8.348 / -6.765 eV
Net charge: +2
2S+1: 4
Orbital gap (alpha / beta): 0.1204 / 0.1833 Eh

```
80
Properties=species:S:1:pos:R:3:forces:R:3:mulliken_charge:R:1
Mn -1.1365 0.6249 -0.6036 -0.199 -0.685 0.468 -0.4396
C 2.1973 -2.6096 5.2969 0.488 -0.876 0.677 0.4497
C 2.4225 -1.4517 4.4230 -0.798 0.358 0.507 -1.1588
C 3.1387 -1.5442 3.1639 0.720 0.552 -1.239 -0.7624
C 2.4194 -2.2254 1.9410 0.696 0.065 -0.303 -0.9179
C 1.3479 -3.1975 2.2814 0.428 -1.438 0.714 -0.4722
C 1.6062 -4.1593 3.2038 -0.158 -0.540 -2.251 -0.1921
C 2.9708 -4.4623 3.7961 0.039 -0.264 0.322 -0.8184
C 3.3175 -3.6619 5.0718 -0.420 0.401 0.358 -1.0874
C -1.5713 -0.6109 0.8236 -0.302 -0.595 1.451 -0.7628
H 2.1691 -2.2985 6.3527 0.056 0.037 -0.275 0.7917
H 1.9896 -0.4971 4.7112 -0.059 -0.119 0.049 0.3160
H 4.1030 -2.0631 3.2789 -0.268 0.222 0.084 0.3942
H 3.3741 -0.5093 2.8861 0.371 -0.275 -0.197 0.7014
H 2.0661 -1.4728 1.2238 0.009 -0.042 0.124 0.2442
H 3.2134 -2.7736 1.4121 -0.071 0.245 -0.136 0.5705
H 0.4289 -3.2127 1.6947 0.026 0.036 0.346 0.4170
H 0.8819 -4.9559 3.3845 -0.030 0.415 -0.160 0.5143
H 3.7623 -4.3606 3.0439 -0.194 0.113 0.029 0.3034
H 2.9712 -5.5159 4.0927 -0.025 0.099 -0.276 0.3673
H 3.3791 -4.3206 5.9490 -0.059 0.140 -0.283 0.3391
H 4.2868 -3.1502 4.9798 -0.268 -0.233 0.169 0.3741
H -1.7610 0.0403 1.6959 0.008 -0.161 -0.287 0.4631
H -0.7245 -1.2863 1.0511 -0.303 0.296 -0.273 -0.0687
H -2.4726 -1.1517 0.5090 0.158 0.184 -0.039 0.4963
P -0.5456 2.7158 -0.9442 1.462 0.718 0.876 1.5926
P -1.8016 0.4362 -2.7215 -0.714 -0.632 -2.449 0.7045
C 0.4436 1.9540 -2.3021 -0.719 -0.267 -0.957 -0.7416
C -0.1756 1.1255 -3.2000 0.189 0.945 0.947 -0.9719
C -0.8199 4.4455 -1.3076 -0.403 0.290 -0.509 0.6187
C 0.2169 5.0100 -2.0597 -0.018 0.109 0.014 -0.1468
C 0.2211 6.3719 -2.3302 -0.146 -0.079 0.086 -0.7518
C -0.8284 7.1713 -1.8676 0.113 -0.306 0.050 -0.4575
C -1.8876 6.6004 -1.1502 0.068 -0.047 -0.023 -0.7138
C -1.9031 5.2319 -0.8686 0.371 -0.204 -0.104 -0.3179
C 0.5962 2.6408 0.4866 -0.323 0.304 -0.382 0.5598
C 0.8952 1.3134 0.8226 -0.522 0.331 0.091 -0.4996
C 1.4519 1.0343 2.0627 -0.175 -0.426 0.200 -0.6488
C 1.8866 2.0819 2.8800 -0.159 0.126 -0.578 -0.6384
C 1.7133 3.4124 2.4757 -0.135 -0.341 -0.156 -0.8911
C 0.9817 3.6988 1.3192 0.031 -0.429 -0.096 -0.7951
C -2.7717 0.7190 -4.2581 -0.573 0.391 -0.187 0.4334
C -3.0093 2.0394 -4.7013 0.335 -0.297 0.035 -0.3920
C -3.3701 2.2742 -6.0297 -0.080 -0.212 0.130 -0.6323
C -3.5494 1.1978 -6.9089 0.134 -0.140 0.283 -0.4504
C -3.4146 -0.1168 -6.4482 -0.109 0.319 0.174 -0.6700
C -3.0712 -0.3538 -5.1161 0.389 -0.088 0.181 -0.3027
C -1.5457 -1.3849 -2.6513 0.166 0.482 0.593 0.2194
C -2.5689 -2.2142 -2.1491 0.199 0.058 0.039 -0.1118
C -2.4039 -3.5965 -2.1918 -0.156 0.125 0.139 -0.9085
C -1.2162 -4.1532 -2.6748 0.117 0.244 -0.103 -0.4650
C -0.1841 -3.3204 -3.1149 0.004 0.000 0.073 -0.8234
C -0.3379 -1.9364 -3.0836 0.151 -0.178 0.052 -0.0666
H 1.4766 2.3009 -2.4020 -0.275 -0.165 -0.244 0.8298
H 0.1959 0.9008 -4.2044 0.369 -0.206 0.461 0.7961
H 1.0134 4.3663 -2.4315 -0.070 0.433 0.071 0.3103
H 1.0486 6.7850 -2.8991 -0.202 0.080 0.083 0.4382
H -0.8081 8.2410 -2.0709 -0.113 -0.260 0.071 0.4218
H -2.7053 7.2348 -0.8080 0.199 -0.223 -0.083 0.4208
H -2.7284 4.7752 -0.3195 0.218 0.223 -0.113 0.4730
H 0.6593 0.4925 0.0900 0.690 0.101 0.571 0.8092
H 1.5056 -0.0017 2.3982 0.140 0.488 -0.091 0.1827
H 2.3648 1.8567 3.8256 -0.010 0.019 -0.058 0.4399
H 2.1295 4.2164 3.0741 -0.219 -0.069 -0.005 0.4150
H 0.7063 4.7174 1.0657 0.132 -0.071 -0.007 0.4643
H -2.8778 2.8722 -4.0089 0.068 -0.090 -0.240 0.4989
H -3.5003 3.2968 -6.3894 -0.011 -0.336 0.183 0.4028
H -3.7996 1.3809 -7.9528 0.056 -0.015 0.263 0.4029
H -3.5600 -0.9626 -7.1226 -0.063 0.299 0.239 0.4124
H -2.9976 -1.3800 -4.7522 0.115 0.282 -0.206 0.3608
H -3.4525 -1.7681 -1.6820 0.108 -0.232 -0.401 0.5374
H -3.2029 -4.2440 -1.8298 0.242 0.176 -0.058 0.4708
H -1.0794 -5.2358 -2.6800 -0.089 0.336 -0.047 0.4424
H 0.7500 -3.7416 -3.4777 -0.171 0.021 0.126 0.4555
H 0.4895 -1.2777 -3.3507 -0.206 -0.347 -0.178 0.4174
C 0.1768 -3.7000 6.1100 -0.189 -0.002 0.466 -0.7969
O 0.9299 -3.2475 5.0001 -0.038 0.883 1.392 -0.2698
H 0.6768 -3.4859 7.0748 -0.249 -0.151 -0.425 0.3284
H -0.0037 -4.7829 6.0315 0.124 0.258 0.022 0.2803
H -0.7887 -3.1812 6.0808 0.101 -0.165 0.210 0.2621
```
Forces are in eV/Å.

No. 2
Here is a molecular structure, C36H40O3P2SSn in a non-equilibrium geometry from the OMol25 dataset. Energies are from ωB97M-V/def2-TZVPD.

Results
LUMO energy: -0.387 eV
Net charge: 0
Orbital gap: 0.2737 Eh

```
83
Properties=species:S:1:pos:R:3:forces:R:3:mulliken_charge:R:1
Sn -3.6009 2.3204 3.4278 -1.367 -0.160 -0.375 0.7504
C -5.3681 -2.3617 3.2427 0.311 -0.107 0.122 -0.4194
C -4.1148 -2.6286 2.8557 -0.448 -0.503 0.253 -0.2159
C -3.6611 -3.0863 1.4805 0.763 -0.629 0.164 -1.0142
C -3.4960 -2.0159 0.3801 0.045 -0.519 -0.207 0.1539
C -4.6774 -1.1696 0.0100 -0.188 0.483 0.235 -0.6817
C -5.9392 -1.3223 0.4178 -0.023 0.171 -0.233 -0.0987
C -6.5435 -2.5943 0.9526 -0.245 -0.176 0.429 -0.9376
C -6.6329 -2.6753 2.4939 -0.236 0.521 -0.395 -0.5038
C -4.7033 3.0684 1.6564 0.904 0.085 0.001 -1.2899
H -5.5429 -1.8702 4.2084 0.291 -0.661 -0.110 0.3018
H -3.3400 -2.7102 3.6400 -0.309 0.850 -0.490 0.3696
H -4.2126 -3.9517 1.0779 0.048 0.370 0.327 0.4183
H -2.6421 -3.4719 1.6587 -0.263 -0.016 -0.293 0.4357
H -2.6865 -1.3366 0.6887 -0.208 -0.050 -0.101 -0.2542
H -3.1208 -2.5392 -0.5142 0.076 0.146 0.144 0.3635
H -4.4114 -0.2927 -0.5977 -0.174 -0.059 0.566 0.4234
H -6.6369 -0.4723 0.3544 0.308 -0.430 -0.418 0.3264
H -6.0275 -3.4904 0.5875 -0.173 0.425 -0.093 0.3488
H -7.5764 -2.6421 0.5694 0.320 -0.102 0.045 0.4162
H -7.4135 -1.9737 2.8291 0.118 -0.235 -0.034 0.2250
H -6.9713 -3.6959 2.7560 0.098 0.413 0.082 0.3419
H -5.6087 3.6694 1.8008 0.279 -0.270 0.271 0.3425
H -4.9505 2.1781 1.0573 0.119 0.319 0.042 0.2536
H -3.9454 3.6850 1.1416 -0.388 -0.236 -0.219 0.4359
P 4.1288 0.5120 0.2110 0.075 0.251 0.367 0.0561
P 3.1303 1.6664 -2.6394 0.241 0.485 -0.636 -0.0060
C 4.0114 -0.5559 -1.2465 -0.364 0.113 -1.274 -0.7963
C 3.6532 -0.0560 -2.4551 0.695 -0.760 0.920 -0.5456
C 5.7764 -0.0120 0.8669 0.216 0.074 -0.011 0.2791
C 6.3905 -1.2335 0.5513 0.247 0.127 0.467 0.1615
C 7.6028 -1.5910 1.1532 -0.107 0.256 -0.063 -0.6208
C 8.2438 -0.6979 2.0160 -0.242 0.152 -0.030 -0.4627
C 7.6881 0.5660 2.2618 -0.045 -0.244 -0.130 -0.5185
C 6.4653 0.9120 1.6841 -0.127 -0.523 -0.107 -0.3937
C 2.8989 -0.3795 1.2555 0.102 -0.239 0.055 0.5507
C 1.5481 -0.2469 0.8782 0.279 -0.200 0.355 -0.7692
C 0.5542 -0.8743 1.6284 0.187 0.015 0.043 -0.2372
C 0.8939 -1.6392 2.7524 0.240 0.133 -0.185 -0.5610
C 2.2389 -1.7865 3.1072 -0.142 0.117 -0.065 -0.5447
C 3.2457 -1.1569 2.3665 -0.444 0.019 -0.082 -0.4296
C 4.1384 2.0241 -4.1745 0.065 -0.159 -0.150 0.2975
C 5.5410 2.0842 -4.0247 -0.320 0.024 -0.299 -0.3073
C 6.3639 2.2953 -5.1342 -0.360 -0.022 -0.053 -0.6395
C 5.7898 2.4473 -6.4057 -0.143 -0.010 0.184 -0.3881
C 4.4012 2.3858 -6.5682 0.183 0.013 0.340 -0.6275
C 3.5789 2.1767 -5.4530 0.277 -0.019 0.005 -0.2117
C 1.4691 1.4095 -3.3760 -0.181 0.154 0.105 0.3481
C 0.6180 2.5332 -3.3867 0.095 -0.545 -0.281 -0.4364
C -0.6295 2.4497 -4.0024 0.014 -0.166 -0.033 -0.5519
C -1.0491 1.2450 -4.5828 0.228 0.080 0.143 -0.5244
C -0.2192 0.1218 -4.5360 0.066 0.081 0.175 -0.6601
C 1.0340 0.1938 -3.9180 -0.346 0.377 -0.188 0.0652
H 4.2298 -1.6216 -1.1086 -0.021 0.313 -0.333 0.5557
H 3.7228 -0.6540 -3.3744 -0.142 -0.055 0.484 0.8078
H 5.9372 -1.9187 -0.1615 0.049 0.092 0.306 0.1672
H 8.0398 -2.5700 0.9420 -0.079 0.354 0.056 0.3832
H 9.1804 -0.9811 2.4941 -0.185 0.078 -0.130 0.3586
H 8.2058 1.2790 2.9077 -0.150 -0.248 -0.216 0.3721
H 6.0294 1.8975 1.8633 0.085 -0.306 -0.010 0.3605
H 1.2953 0.3412 -0.0090 0.000 -0.145 0.291 0.3702
H -0.4893 -0.7600 1.3361 0.215 -0.063 0.089 0.3901
H 0.1090 -2.1148 3.3439 0.263 0.111 -0.180 0.4103
H 2.5092 -2.3938 3.9699 -0.076 0.127 -0.164 0.3642
H 4.2945 -1.2779 2.6467 -0.333 0.045 -0.067 0.3064
H 5.9837 1.9420 -3.0356 -0.112 0.085 -0.252 0.3865
H 7.4499 2.3359 -5.0073 -0.408 -0.009 -0.076 0.3601
H 6.4285 2.6152 -7.2712 -0.117 -0.049 0.174 0.3522
H 3.9493 2.4946 -7.5593 0.222 -0.030 0.372 0.3638
H 2.4976 2.1102 -5.5947 0.336 0.046 0.091 0.2599
H 0.9560 3.4649 -2.9268 -0.117 -0.256 -0.151 0.3638
H -1.2731 3.3282 -4.0304 0.086 -0.235 0.004 0.4041
H -2.0285 1.1808 -5.0576 0.267 0.026 0.103 0.3954
H -0.5399 -0.8215 -4.9792 0.009 0.255 0.118 0.3965
H 1.6677 -0.6921 -3.8759 -0.217 0.272 -0.067 0.3291
C -7.1968 0.7611 5.3876 0.136 0.076 -0.053 -1.0464
S -6.3583 1.5312 3.9893 0.868 0.770 -0.315 1.3813
O -7.3565 2.0281 3.0698 0.526 -0.495 0.769 -0.6329
O -5.4765 2.6611 4.5953 -1.019 -1.506 -0.385 -0.6841
O -5.3611 0.5552 3.4217 -0.713 1.151 0.658 -0.5147
H -7.5323 1.5752 6.0357 0.196 -0.113 -0.072 0.4092
H -6.4756 0.1124 5.8905 -0.091 0.230 0.015 0.2769
H -8.0813 0.1781 5.0936 0.473 0.260 -0.346 0.3350
```
Forces are in eV/Å.

> Among the records above, which one has the lowest net charge?

C36H40O3P2SSn